Formula: C35H77F3N3O8S
Source: the OMol25 dataset
Level of theory: ωB97M-V/def2-TZVPD

Last column: Löwdin charge in e.
Element x y z (Å)
S  3.08977  3.64235  -2.18279  0.8465
F  0.87641  -0.84839  -0.31289  0.1809
F  -0.93028  -1.99088  -0.12387  0.1895
F  0.04652  -1.91104  -2.03156  0.1718
O  -8.82707  -1.55080  -0.83885  -0.1670
O  0.05253  -7.31688  -0.66760  -0.1538
O  5.28783  -6.47124  3.70116  -0.1588
O  0.06556  -6.08524  6.28566  -0.1614
O  3.37030  8.23704  -0.10963  -0.1814
O  2.25223  7.14926  -4.58034  -0.1625
O  -1.06375  -0.13351  -1.22515  0.0898
O  -5.06742  1.62232  0.53018  0.0867
N  -0.48486  2.11640  -1.57825  0.0780
N  -0.00558  4.05886  -0.76640  0.1834
N  -6.68177  2.31275  -0.93835  0.1179
C  -0.70218  -5.59795  7.37184  -0.2810
C  1.30682  -7.63057  -1.24800  -0.2722
C  4.70017  2.74247  -2.14839  -0.4715
C  -9.67710  -1.50752  -1.97378  -0.2821
C  -1.99591  -6.36287  7.59534  -0.0793
C  0.52167  2.91833  -1.23164  -0.2204
C  4.13011  7.97388  1.05857  -0.2844
C  -0.48255  0.77965  -2.14724  -0.0708
C  -10.26808  -2.85666  -2.34400  -0.0776
C  2.49091  -7.17745  -0.41206  -0.0788
C  -0.25573  -1.18685  -0.94416  -0.7018
C  3.85717  8.94377  2.19512  -0.0770
C  4.24140  -6.96496  2.88689  -0.2870
C  5.77506  -8.58190  4.86424  -0.0795
C  5.44719  -7.10146  4.96082  -0.2789
C  -0.89245  -4.61451  4.56761  -0.0775
C  1.48939  7.62597  -3.48856  -0.2811
C  -1.38940  3.95754  -0.81288  0.0218
C  5.07743  2.45378  -0.65397  -0.1562
C  -0.54805  -6.02667  5.01186  -0.2792
C  -1.69937  2.75294  -1.31241  -0.1460
C  -7.67904  -2.37178  -0.95037  -0.2803
C  -6.73158  -1.93830  -2.05588  -0.0794
C  2.86382  -6.81514  3.51211  -0.0827
C  -0.22966  -5.12643  -1.74513  -0.0740
C  5.01091  9.71091  -1.19839  -0.0716
C  -0.21243  -5.94368  -0.46372  -0.2805
C  1.32071  8.64494  -6.29478  -0.0757
C  0.20366  6.85109  -3.28175  -0.0825
C  1.64859  7.22676  -5.86106  -0.2777
C  -3.05242  2.12013  -1.54018  -0.0892
C  -5.33760  2.27981  -0.45428  -0.4795
C  1.96648  2.42784  -1.37497  -0.3706
C  3.58489  9.50176  -0.71974  -0.2781
C  -4.23769  3.05380  -1.18554  -0.0844
H  4.37136  8.62114  3.10098  0.0794
H  0.49497  -5.51981  0.25914  0.1060
H  -0.89736  -4.52622  7.25352  0.1063
H  2.33056  2.21932  -0.35538  0.0958
H  2.08903  -7.09372  2.79587  0.0586
H  0.97747  8.65542  -7.32958  0.0797
H  -1.80079  -7.43369  7.66935  0.0831
H  0.17154  -6.45007  4.31044  0.0950
H  6.00783  -8.98398  5.85078  0.0775
H  3.85222  6.96707  1.37680  0.1115
H  -0.28223  7.17336  -2.35721  0.0744
H  2.11091  7.50274  -2.59913  0.1053
H  -0.07182  -5.70409  8.25540  0.1183
H  -3.94290  3.90095  -0.55813  0.1085
H  1.36972  -7.22908  -2.26555  0.1080
H  -5.80949  -2.52036  -2.02028  0.0754
H  0.53251  9.08279  -5.67896  0.0670
H  4.27526  -6.38143  1.96501  0.1086
H  -1.24465  -4.61704  3.53464  0.0704
H  -7.17407  -2.07785  -3.04366  0.0683
H  -3.10710  1.26335  -0.84797  0.1228
H  5.32916  8.88088  -1.83144  0.0832
H  2.91732  9.53776  -1.58165  0.1010
H  -1.19890  -5.89430  -0.00010  0.1195
H  -7.16231  -2.29764  0.00750  0.1184
H  4.82555  1.42274  -0.37119  0.0724
H  -10.48713  -0.82443  -1.71526  0.1180
H  -7.09753  3.13888  -0.50702  0.1030
H  4.56319  -6.93709  5.58644  0.1082
H  3.42323  -7.55035  -0.83784  0.0838
H  6.27527  -6.58731  5.45009  0.1178
H  2.55727  -6.08792  -0.36794  0.0691
H  -9.15314  -1.06193  -2.82690  0.1060
H  4.43990  3.08667  -0.01936  0.0470
H  2.37070  6.80110  -6.55847  0.1197
H  6.62973  -8.74385  4.20546  0.0821
H  -0.90190  -5.57478  -2.47860  0.0884
H  -2.69865  -6.21389  6.77328  0.0654
H  -7.96579  -3.42160  -1.07004  0.1099
H  1.33119  -8.71666  -1.34126  0.1212
H  3.27455  10.30964  -0.04919  0.1107
H  2.19921  9.28566  -6.20724  0.0847
H  0.75878  6.58794  -5.90389  0.1061
H  -9.50165  -3.54857  -2.69829  0.0668
H  4.47147  1.76287  -2.59059  0.0645
H  5.08833  10.63855  -1.76593  0.0808
H  -2.48132  -6.02764  8.51258  0.0773
H  5.71046  9.77259  -0.36295  0.0687
H  2.69658  -5.78454  3.83143  0.0860
H  6.12992  2.66541  -0.44531  0.0750
H  -0.49777  7.01399  -4.10152  0.0711
H  5.46709  3.29491  -2.69066  0.0792
H  -1.43141  -6.67384  4.98219  0.1109
H  -10.74930  -3.31523  -1.47906  0.0846
H  1.30825  8.70074  -3.59640  0.1121
H  4.20440  9.95021  1.95675  0.0694
H  0.49309  4.86124  -0.40366  0.1854
H  4.93735  -9.15402  4.46098  0.0660
H  -0.01833  -3.96479  4.64273  0.0800
H  2.39915  -7.54103  0.61153  0.0599
H  2.78688  9.00599  2.39920  0.0815
H  -7.19466  1.50376  -0.59803  0.0891
H  -1.67918  -4.17846  5.18612  0.0659
H  5.19817  7.94157  0.81948  0.1089
H  -2.08929  4.71278  -0.48890  0.1376
H  0.76182  -5.07197  -2.19994  0.0716
H  0.40612  5.77844  -3.21587  0.0593
H  -0.55812  -4.11149  -1.53994  0.0403
H  -3.13792  1.70842  -2.55502  0.1341
H  -4.65029  3.41128  -2.13866  0.1232
H  -1.05685  0.82677  -3.08107  0.1643
H  4.43500  -8.00603  2.60466  0.1104
H  0.51103  0.41734  -2.41978  0.1368
H  2.74812  -7.45190  4.39081  0.0746
H  -6.48584  -0.87854  -1.95443  0.0646
H  2.07560  1.50343  -1.94746  0.0733
H  -11.00521  -2.74234  -3.13930  0.0789

Calculated values
E_LUMO	-2.72	eV
net charge	+1
HOMO energy	-10.732	eV
total energy	-2843.4210	Eh